A structure of composition C34H36N4PSc in a non-equilibrium geometry, computed with ωB97M-V with the def2-TZVPD basis set.

Values from the calculation:
**Spin multiplicity**: 1
**LUMO energy**: -0.2172 Eh
**Relative energy (zero: lowest compared OMol25 entry of this formula, charge and spin)**: 25.29 kJ/mol
**Net charge**: +2

Structure (XYZ):
```
76
Properties=species:S:1:pos:R:3:forces:R:3
Sc -0.384410 0.337553 -0.008051 -0.36 0.02 0.29
C -2.590594 -2.128424 -1.047205 -0.12 0.10 -0.02
N -1.579311 -1.136886 -1.467564 -0.20 -0.07 -0.08
C -2.272260 -0.194352 -2.396080 0.08 -0.10 -0.14
C -0.424606 -1.774540 -2.121569 0.08 0.19 0.06
C -0.411857 -3.077850 -2.598545 0.12 0.08 0.04
C 0.745484 -3.553955 -3.203000 0.01 0.02 0.01
C 1.874819 -2.750447 -3.319317 0.00 -0.04 0.01
C 1.876294 -1.451602 -2.831296 -0.18 -0.33 0.04
C 0.717081 -0.965789 -2.241850 -0.42 0.36 0.18
N 0.568580 0.333551 -1.691408 0.99 0.32 -0.43
C 0.787704 1.494904 -2.481166 -0.34 -0.37 0.20
C 1.213843 1.503274 -3.807061 0.08 0.18 0.13
C 1.300126 2.713059 -4.480968 -0.01 0.06 0.02
C 0.945043 3.906275 -3.863953 0.02 -0.05 -0.01
C 0.469266 3.893262 -2.560625 0.01 -0.11 -0.03
C 0.382531 2.688387 -1.884346 -0.07 -0.19 -0.07
N -0.189616 2.572685 -0.533271 0.04 0.19 -0.03
C 0.594352 3.431608 0.389142 -0.06 0.08 0.00
C -1.613499 2.990470 -0.524032 0.06 -0.04 -0.08
H -3.089799 -2.575542 -1.909824 0.04 0.00 0.00
H -3.362013 -1.624524 -0.461360 0.05 -0.05 0.05
H -2.138276 -2.938523 -0.477974 0.00 0.00 0.01
H -2.693841 -0.734657 -3.246578 0.01 -0.03 0.02
H -1.571096 0.544202 -2.776297 -0.05 0.04 0.00
H -3.092826 0.291245 -1.863173 0.02 -0.01 -0.02
H -1.277388 -3.719516 -2.517398 0.01 -0.03 -0.03
H 0.766799 -4.565021 -3.584800 -0.01 -0.01 -0.01
H 2.765436 -3.149370 -3.785345 0.00 0.00 0.00
H 2.760585 -0.832768 -2.887756 0.00 0.04 -0.02
H 1.476780 0.587799 -4.314268 0.01 -0.04 0.01
H 1.642834 2.719039 -5.506745 0.00 0.02 0.00
H 1.021816 4.842420 -4.398073 -0.01 0.00 -0.02
H 0.153888 4.818734 -2.095973 0.01 0.01 0.00
H 0.645706 4.452534 0.008519 0.00 0.00 0.01
H 1.605889 3.038422 0.468665 0.01 -0.01 0.00
H 0.115926 3.461561 1.366150 0.03 -0.03 -0.01
H -1.740242 3.999778 -0.919211 -0.03 0.02 0.07
H -1.989789 2.962715 0.501299 -0.01 0.03 -0.03
H -2.197937 2.321444 -1.164434 0.02 0.05 0.02
N -0.763647 -1.484528 1.402762 0.22 -0.27 -0.11
C -0.802135 -1.510960 2.868086 -0.12 -0.22 -0.09
C -1.336677 -2.624949 3.507945 0.07 0.14 -0.01
C -1.355475 -2.664969 4.889956 -0.02 -0.04 -0.02
C -0.837946 -1.603699 5.627889 -0.02 -0.06 0.03
C -0.317040 -0.502488 4.981046 0.00 0.08 -0.06
C -0.300637 -0.442320 3.582714 0.02 -0.08 0.28
P 0.274741 1.009190 2.688422 -0.06 0.16 -0.41
C 2.028677 1.172240 3.096676 0.09 -0.02 0.10
C 2.709076 2.387884 2.999306 -0.01 0.06 -0.05
C 4.074726 2.446507 3.226312 -0.02 -0.02 0.00
C 4.780876 1.293094 3.539440 0.03 0.00 0.02
C 4.115947 0.080749 3.631844 -0.07 -0.01 -0.02
C 2.746566 0.018858 3.415478 0.07 -0.04 0.02
C -0.682172 2.341172 3.459041 0.06 0.06 0.18
C -0.162172 3.230079 4.395002 0.01 0.02 0.05
C -0.982753 4.190123 4.975366 0.01 -0.02 -0.02
C -2.324312 4.264018 4.636141 -0.01 0.00 -0.02
C -2.857502 3.365189 3.719261 0.05 -0.01 0.02
C -2.038314 2.412472 3.137150 -0.13 0.03 -0.04
H -0.043694 -2.150605 1.108884 -0.01 -0.03 -0.01
H -1.623667 -1.907073 1.066581 -0.07 -0.04 0.05
H -1.727868 -3.452062 2.927937 0.00 -0.02 0.01
H -1.772147 -3.527372 5.391861 0.00 0.01 0.03
H -0.850604 -1.638707 6.708331 0.00 -0.01 0.01
H 0.070541 0.325916 5.561332 0.01 0.03 -0.03
H 2.185228 3.305258 2.765149 -0.05 -0.01 -0.01
H 4.582583 3.399122 3.161965 0.03 -0.01 0.01
H 5.845948 1.339043 3.721231 0.00 0.02 -0.01
H 4.655954 -0.822375 3.881198 0.02 0.01 0.02
H 2.245664 -0.936036 3.518004 -0.03 0.01 -0.02
H 0.875194 3.177289 4.695983 0.03 -0.03 -0.03
H -0.568468 4.874991 5.702744 0.00 0.01 0.00
H -2.956422 5.013481 5.092497 -0.01 -0.01 0.00
H -3.908580 3.397775 3.466264 -0.01 0.03 0.01
H -2.490271 1.700515 2.448899 0.09 -0.04 0.00
```
Positions in Å, forces in eV/Å.

Results of the Löwdin charge analysis, in e, for atoms 1 through 6: 1.101, -0.079, -0.264, -0.031, -0.193, -0.005